# 1
ORCA calculation (ωB97M-V/def2-TZVPD) on 10 unconnected molecules or ions with the total composition C35H71F3N2O11PS.

Summary:
HOMO level: -10.5 eV
Molecular weight: 816.0 g/mol
Total charge: +1
Frontier orbital gap: 0.2550 Eh

```
124
Properties=species:S:1:pos:R:3:forces:R:3
C 1.09187 6.10284 5.08933 -0.02 1.11 -0.88
P 0.52803 4.25937 4.98180 0.96 0.13 1.15
C 1.99756 3.28389 4.23242 0.38 -1.39 -1.44
C -1.00614 4.11566 3.82953 -0.28 1.02 -1.35
O -0.73761 3.19964 2.71061 -1.29 -0.45 2.02
C -1.28956 1.85555 2.93845 -0.44 -0.73 -0.38
C -1.49338 1.44172 4.51137 1.90 -1.68 -1.48
N -2.38883 2.38459 5.30380 -0.85 1.39 -1.96
N -2.08852 2.42634 6.65590 0.30 0.24 2.66
S -4.02813 1.71358 5.15931 -1.86 -0.50 -0.20
C -2.39779 3.72543 4.60400 -0.64 3.28 -2.10
C -2.83970 4.99411 5.57405 1.34 -0.89 1.03
O -3.46552 5.99224 4.67965 -3.41 0.42 3.16
C -4.68449 6.57038 5.26649 -0.78 2.13 -1.66
F -5.28563 7.44392 4.19013 2.02 -3.19 4.06
F -5.74383 5.57142 5.59711 3.84 3.29 -0.64
F -4.40703 7.52022 6.40659 -1.06 -4.03 -3.77
H 2.10536 6.30793 4.53295 -2.00 -0.55 0.99
H 1.21924 6.46997 6.19380 -0.42 -0.95 -2.11
H 0.27107 6.75145 4.54744 1.60 -1.08 1.13
H 1.83533 2.98320 3.08984 0.17 0.83 2.42
H 2.04599 2.24210 4.81182 0.19 2.44 -1.13
H 3.02598 3.86299 4.26390 -2.26 -1.15 0.30
H -1.16070 5.20603 3.37073 -0.08 -2.29 0.82
H -2.32786 1.75910 2.36164 2.23 0.12 1.22
H -0.51526 1.09271 2.45390 -1.94 1.61 1.18
H -1.98955 0.35583 4.51048 1.31 2.41 0.29
H -0.42896 1.45281 5.01089 -2.30 -0.07 -0.65
H -2.95617 2.64144 7.19418 1.19 -0.22 -0.59
H -1.29895 3.07026 6.88085 -0.57 -0.57 -0.61
H -4.94911 2.78798 4.98790 1.70 -0.61 0.31
H -3.24918 3.66203 3.77052 2.10 0.17 1.68
H -3.51926 4.65175 6.46854 0.99 0.78 -2.00
H -1.86334 5.46395 6.07473 -2.13 -0.90 -1.23
C -6.06391 9.92539 7.02916 0.40 0.11 0.24
C -6.91313 10.98309 7.68214 0.61 1.15 1.25
O -6.44913 11.73753 8.53561 -0.60 -1.07 -1.18
C -8.35182 11.08200 7.25041 -0.12 0.37 0.29
H -5.04916 9.97102 7.43849 -0.24 0.02 -0.07
H -6.47984 8.93582 7.23469 -0.06 0.06 -0.21
H -6.01477 10.10140 5.95162 -0.12 -0.19 0.02
H -8.86959 10.14396 7.46582 0.01 0.01 -0.23
H -8.40449 11.30944 6.18274 -0.07 -0.21 0.02
H -8.84245 11.88863 7.80533 0.14 -0.19 -0.12
C -0.48968 -1.80491 -0.85569 0.19 0.28 0.37
C -1.33890 -0.74722 -0.20271 0.70 0.36 0.64
O -0.87489 0.00722 0.65075 -0.58 -0.69 -0.77
C -2.77759 -0.64831 -0.63444 -0.09 0.43 0.32
H 0.52507 -1.75929 -0.44636 -0.22 0.04 -0.17
H -0.90560 -2.79449 -0.65017 -0.11 0.02 -0.21
H -0.44053 -1.62891 -1.93324 -0.01 -0.20 0.08
H -3.29536 -1.58634 -0.41903 0.05 0.01 -0.24
H -2.83026 -0.42086 -1.70212 -0.05 -0.23 0.05
H -3.26822 0.15832 -0.07952 0.09 -0.15 -0.12
C 2.45118 -2.63928 -5.20768 -0.56 0.02 0.06
C 2.41055 -2.04777 -3.82394 -0.99 0.23 0.24
O 1.36528 -1.60726 -3.34828 1.06 -0.39 -0.38
C 3.69818 -2.01619 -3.04481 -0.17 0.20 0.44
H 1.45054 -2.59541 -5.65054 0.32 0.08 0.06
H 3.13745 -2.06652 -5.83654 0.05 -0.16 0.00
H 2.76523 -3.68483 -5.15563 0.22 0.16 0.01
H 4.43992 -1.41567 -3.57734 0.05 -0.18 -0.03
H 4.06771 -3.03398 -2.89653 0.05 0.08 -0.21
H 3.51801 -1.56233 -2.06458 0.02 -0.04 -0.19
C 4.19518 -7.40797 -2.69066 0.12 0.49 0.27
C 3.22544 -6.53484 -3.44134 0.12 1.21 0.20
O 3.21564 -5.31429 -3.28951 -0.04 -1.23 -0.12
C 2.26836 -7.21282 -4.38493 -0.24 0.46 -0.13
H 4.82349 -6.78274 -2.04750 -0.13 -0.06 -0.17
H 3.64837 -8.11647 -2.06336 0.14 -0.14 -0.29
H 4.83776 -7.94108 -3.39592 -0.19 -0.20 0.12
H 1.63577 -7.91258 -3.83306 0.19 -0.15 -0.11
H 2.82518 -7.73725 -5.16555 -0.09 -0.16 0.16
H 1.62888 -6.45919 -4.85653 0.16 -0.14 0.10
C -1.52792 -2.24180 -8.14249 0.14 -0.13 0.47
C -0.19089 -1.70303 -8.57648 1.26 0.02 0.98
O 0.77147 -1.69019 -7.81060 -1.24 0.02 -1.02
C -0.07694 -1.18075 -9.98370 0.47 0.11 0.04
H -1.46168 -2.58357 -7.10414 0.02 0.08 -0.23
H -2.28345 -1.45448 -8.20408 -0.04 -0.15 -0.18
H -1.80913 -3.08941 -8.77256 -0.13 0.18 -0.06
H -0.76782 -0.34620 -10.12724 -0.08 -0.18 -0.12
H -0.29359 -1.98111 -10.69568 -0.18 0.15 -0.01
H 0.94401 -0.82437 -10.15681 -0.23 -0.08 0.06
C 4.32273 -1.78722 -8.95877 -0.45 -0.25 -0.12
C 5.04465 -3.01243 -8.46484 -0.83 -1.47 0.11
O 4.47000 -4.09535 -8.36511 0.76 1.40 -0.11
C 6.49671 -2.86138 -8.09783 0.09 -0.49 0.14
H 3.28294 -2.04553 -9.18562 0.22 0.05 0.13
H 4.33058 -1.01455 -8.18585 0.11 0.08 -0.16
H 4.79854 -1.41815 -9.87085 0.09 0.15 0.17
H 6.60133 -2.13659 -7.28657 0.09 0.11 -0.19
H 7.06925 -2.54010 -8.97156 -0.01 0.18 0.14
H 6.88733 -3.82646 -7.75820 -0.11 0.21 -0.08
C 2.34909 -4.60164 0.94840 0.06 -0.47 -0.03
C 2.02189 -4.69817 2.41465 0.02 -1.63 0.69
O 2.00488 -5.78249 2.99504 -0.01 1.50 -0.73
C 1.71643 -3.41679 3.14318 -0.09 -0.14 0.50
H 2.54758 -5.60392 0.55419 -0.05 0.24 0.10
H 1.50208 -4.17388 0.40612 0.17 0.17 -0.03
H 3.24154 -3.98686 0.80665 -0.18 0.13 -0.10
H 0.84125 -2.93632 2.69866 0.17 0.14 -0.10
H 2.58068 -2.74929 3.09909 -0.15 0.09 -0.15
H 1.49863 -3.63947 4.19308 0.06 0.01 -0.23
C -3.97178 6.78362 1.52071 0.26 0.35 0.48
C -2.58833 6.74631 0.92828 1.15 0.50 0.58
O -1.62085 7.20137 1.53638 -1.11 -0.65 -0.54
C -2.43450 6.13067 -0.43675 0.54 0.12 -0.01
H -3.93102 7.25550 2.50814 0.06 -0.13 -0.49
H -4.63469 7.37030 0.87974 -0.07 -0.24 -0.03
H -4.35463 5.76630 1.63463 -0.15 0.06 -0.19
H -3.02892 6.68829 -1.16485 -0.11 -0.21 0.04
H -2.74895 5.08432 -0.40995 -0.16 0.10 -0.12
H -1.38226 6.17294 -0.73728 -0.24 -0.01 0.08
C 5.39845 -11.45215 -0.79712 0.14 0.32 -0.38
C 3.92545 -11.20848 -0.98991 -0.52 0.90 -1.04
O 3.51354 -10.44032 -1.85775 0.48 -0.96 1.06
C 2.97609 -11.94105 -0.07993 -0.42 0.21 -0.21
H 5.96268 -10.85738 -1.52323 -0.15 -0.13 0.15
H 5.69639 -11.14947 0.20991 0.00 -0.24 0.00
H 5.62449 -12.50905 -0.95949 0.02 0.04 0.23
H 3.16615 -11.66011 0.95898 0.08 -0.22 -0.03
H 3.09434 -13.01968 -0.21037 0.09 0.06 0.21
H 1.94648 -11.66796 -0.33415 0.25 -0.05 0.04
```
Positions in Å, forces in eV/Å.

# 2
ORCA calculation (ωB97M-V/def2-TZVPD) on a molecular structure, H30MnO17P.

Summary:
HOMO level (spin up / spin down): -17.4 / -17.4 eV
Molecular weight: 388.1 g/mol
Energy relative to the best compared isomer or geometry (same formula, charge and spin): 0.000 eV
Total charge: +3
Multiplicity: 6
Frontier orbital gap (spin up / spin down): 0.2432 / 0.2431 Eh

```
49
Properties=species:S:1:pos:R:3:forces:R:3
O 19.15422 2.80864 29.60309 -0.16 0.53 -0.07
H 18.99733 3.70028 29.96308 0.29 0.01 -0.09
H 18.43541 2.64040 28.96700 0.35 -0.25 -0.30
H 19.11246 2.09439 30.36723 -0.39 -1.25 0.47
O 15.61975 4.50643 31.65887 -0.23 -0.45 0.19
H 15.72788 4.80413 30.73927 -0.18 0.18 0.07
H 16.32139 3.76441 31.94736 0.52 -0.56 0.07
H 14.73646 4.10018 31.78751 -0.03 0.40 0.14
O 15.26142 0.70489 29.57609 -0.36 0.07 0.12
H 15.69697 0.61985 30.52467 0.37 -0.23 1.19
H 14.33237 1.00851 29.62611 0.03 -0.28 -0.18
H 15.78301 1.25730 28.97626 -0.10 -0.24 -0.33
O 19.21694 3.96636 33.59364 -0.30 0.13 -0.63
H 18.77787 4.34323 34.39549 0.22 -0.28 0.20
H 19.66260 4.64776 33.05561 0.09 0.32 0.61
H 18.49536 3.52036 32.98260 -0.54 -0.42 0.27
Mn 19.57335 -0.44445 32.64905 2.16 -1.91 0.54
P 17.63331 1.22628 32.28361 -2.12 -0.74 -0.01
O 16.27128 0.52384 31.98347 1.54 1.04 -1.59
O 17.38001 2.76209 32.16142 0.93 1.22 0.40
O 18.76785 0.87672 31.26396 -0.17 1.53 -1.29
O 18.23116 0.68989 33.59084 -0.94 1.37 -0.63
O 15.25372 -1.82405 33.19383 -0.30 -0.06 -0.45
H 15.56033 -1.04738 32.71736 -0.06 -0.21 0.18
H 15.54263 -1.67220 34.10215 0.15 -0.41 -0.21
O 18.26739 2.20114 35.88051 0.04 0.71 -0.62
H 18.16186 1.71000 35.05085 -0.01 -0.05 0.57
H 17.44250 2.69365 35.99159 -0.12 -0.16 0.27
O 18.05805 -0.90380 29.26097 -0.43 0.18 -0.01
H 17.50451 -1.69593 29.31596 0.14 -0.04 -0.22
H 17.84054 -0.39388 30.04701 0.22 -0.26 0.11
O 15.56444 3.90561 34.94337 0.53 0.12 -0.79
H 15.18658 3.27477 34.29907 -0.23 -0.02 0.56
H 15.15223 4.75585 34.74996 -0.09 -0.02 0.39
O 14.49223 1.89216 33.38199 1.07 0.21 -0.85
H 13.84126 2.05339 32.69106 -0.42 -0.41 0.28
H 15.23656 1.37764 32.93740 -1.38 0.29 0.53
O 20.17315 -1.49360 34.40192 -0.34 -0.38 0.35
H 19.50343 -1.87635 34.99612 0.00 0.03 -0.07
H 21.00247 -1.55385 34.89492 0.02 -0.05 -0.11
O 20.86004 -1.27022 31.09937 0.07 0.45 -0.08
H 21.44677 -1.96819 30.77189 -0.19 -0.22 0.27
H 21.04711 -0.50881 30.53495 0.04 -0.22 -0.23
O 21.15560 0.88668 33.32188 0.47 0.36 -0.15
H 21.24146 1.80521 33.04707 0.05 0.01 0.11
H 22.00714 0.67517 33.73289 -0.09 -0.10 0.01
O 16.84648 -0.92596 35.20547 0.23 0.21 -0.06
H 17.32328 -0.34150 34.58630 -0.54 -0.29 0.64
H 16.00720 -0.47920 35.37452 0.19 0.11 0.47
```
Positions in Å, forces in eV/Å.

# 3
ORCA calculation (ωB97M-V/def2-TZVPD) on C3H4Br2S in the gas phase.

Summary:
HOMO level (spin up / spin down): -5.2 / -9.1 eV
Molecular weight: 231.9 g/mol
Energy relative to the best compared isomer or geometry (same formula, charge and spin): 1.819 eV
Multiplicity: 3
Frontier orbital gap (spin up / spin down): 0.2085 / 0.2313 Eh

```
10
Properties=species:S:1:pos:R:3:forces:R:3
C 2.78086 -1.05568 0.35044 0.84 2.19 0.04
C 1.94610 -0.00282 0.31082 1.10 -1.16 -1.15
C -0.78524 1.33239 0.84861 -2.13 -0.66 0.94
S 0.07678 -0.23186 0.99853 -2.17 -0.27 0.80
Br 4.63710 -0.76246 0.03480 0.79 -0.32 -0.02
Br 2.50453 1.68685 -0.14062 0.27 0.99 -0.23
H 2.70822 -2.02788 0.73448 -1.02 -1.12 0.23
H -1.71795 1.26652 1.59014 2.36 0.87 -1.36
H -1.21835 1.51796 -0.13100 -0.31 -0.90 -0.47
H -0.10117 2.16689 0.80992 0.27 0.38 1.23
```
Positions in Å, forces in eV/Å.

# 4
ORCA calculation (ωB97M-V/def2-TZVPD) on C4H11NO2 in the gas phase.

Summary:
SMILES string: CNC(CO)CO
HOMO level: -8.9 eV
Molecular weight: 105.1 g/mol
Energy relative to the best compared isomer or geometry (same formula, charge and spin): 1.794 eV
Frontier orbital gap: 0.3575 Eh

```
18
Properties=species:S:1:pos:R:3:forces:R:3
C -0.02783 1.97488 -1.39140 0.13 -0.03 0.64
N 0.74072 0.96542 -0.67552 0.04 -0.52 0.59
C -0.06156 0.08952 0.19766 0.17 0.63 -0.30
C 0.81827 -0.32163 1.37008 -0.70 0.08 1.00
O 0.37279 -1.46060 2.11697 0.06 -0.67 -0.23
C -0.57974 -1.11317 -0.60331 -1.15 0.54 0.29
O -1.39630 -2.01667 0.12283 0.12 -0.16 -0.10
H -0.72081 1.62519 -2.16516 0.08 -0.10 0.00
H -0.59732 2.44156 -0.58476 -0.27 0.27 -0.36
H 0.61590 2.75704 -1.79191 0.11 -0.18 -0.15
H 1.34679 0.35700 -1.20481 0.11 0.37 -0.60
H -0.86867 0.74935 0.52005 -0.36 -0.48 0.28
H 1.76139 -0.59453 0.96723 0.99 -0.43 -0.31
H 1.00565 0.45378 2.11789 -0.11 0.48 -0.52
H -0.46176 -1.30382 2.56696 0.04 0.47 0.06
H -1.30030 -0.74407 -1.33334 0.42 0.23 -0.41
H 0.26400 -1.56579 -1.13347 0.03 -0.36 0.13
H -0.91121 -2.29345 0.90401 0.30 -0.15 0.01
```
Positions in Å, forces in eV/Å.

# 5
ORCA calculation (ωB97M-V/def2-TZVPD) on 2 unconnected molecules or ions with the total composition C5H11NO2.

Summary:
SMILES string: [H]/N=C(\C)C=C.OCO
HOMO level: -9.4 eV
Molecular weight: 117.1 g/mol
Energy relative to the best compared isomer or geometry (same formula, charge and spin): 2.156 eV
Frontier orbital gap: 0.3604 Eh

```
19
Properties=species:S:1:pos:R:3:forces:R:3
C 0.30431 1.91893 -1.14183 0.36 0.50 1.26
O -0.09237 2.00740 0.27502 0.11 0.11 -0.92
O -0.59628 1.25707 -1.91280 -1.41 -1.66 0.62
H -0.97009 0.38920 -1.38436 1.29 1.68 -1.22
H -0.94970 2.45544 0.29424 0.18 -0.04 -0.07
H 0.42966 2.94062 -1.53286 -0.04 -0.24 0.02
H 1.28740 1.42823 -1.08289 -0.18 0.06 0.00
C -0.64268 -0.87165 2.04606 -0.06 0.13 -0.06
C -0.36885 -0.83352 0.57250 -0.77 -0.86 -0.07
C 1.02100 -1.06905 0.16645 0.40 0.21 -0.09
C 1.37064 -1.46047 -1.05374 -0.08 0.07 0.16
N -1.26856 -0.73564 -0.32916 -0.11 0.06 0.10
H -2.21857 -0.64828 0.02124 0.11 -0.05 0.31
H 1.76327 -0.92754 0.94209 0.11 -0.02 -0.02
H -0.10837 -1.69243 2.52220 0.06 -0.03 -0.01
H -0.28627 0.06069 2.48460 0.05 0.07 0.04
H -1.70478 -0.97440 2.25621 -0.05 0.04 -0.04
H 0.63030 -1.60596 -1.82414 -0.15 -0.03 -0.06
H 2.39994 -1.63865 -1.31882 0.16 0.00 0.04
```
Positions in Å, forces in eV/Å.

Max |F| list, top to bottom, in eV/A: 5.6; 2.9; 2.9; 1.3; 2.4